(1)
Here is one molecule with the formula C16H22N4O in a non-equilibrium geometry from the OMol25 dataset. Energies are from ωB97M-V with the def2-TZVPD basis set.

Values from the calculation:
**HOMO-LUMO gap**: 8.6 eV
**Molecular weight**: 286.379 g mol⁻¹
**HOMO energy**: -8.0 eV
**Structure (SMILES)**: C[C@@H]1CCCCN1CCNC(=O)c1cnn2ccccc12
**Charge**: 0

Each line ends with the natural charge from an NBO analysis.
Geometry (Å):
H (5.3391, -1.7889, 1.1582)  0.208
H (-6.5808, -2.8590, -0.0762)  0.222
H (-8.2329, -1.0330, -0.3564)  0.228
C (-3.6426, 1.8325, 0.0885)  0.014
H (3.7759, 2.4595, -1.2759)  0.210
H (4.9945, 2.4851, 0.0048)  0.198
H (4.9402, 0.7093, 1.8025)  0.214
N (-0.9462, 0.6705, 0.5420)  -0.605
C (3.4750, 0.9588, 0.2447)  -0.034
C (-1.9956, -0.1758, 0.3760)  0.667
C (0.4123, 0.2025, 0.6394)  -0.254
O (-1.8692, -1.3891, 0.4051)  -0.643
C (-6.7858, 0.5032, -0.2436)  0.026
N (2.6057, 0.1643, -0.6208)  -0.468
C (2.8405, -1.2648, -0.5940)  -0.212
N (-5.4744, 0.7880, -0.0942)  -0.129
H (1.1694, 1.6274, -0.8038)  0.184
H (2.4750, -1.7521, 0.3247)  0.159
H (2.8591, 1.6329, 0.8571)  0.183
H (0.8896, 0.6472, 1.5197)  0.186
C (4.3837, 1.8395, -0.6220)  -0.608
H (3.5886, -0.4134, 1.8858)  0.202
C (-3.2941, 0.4797, 0.1894)  -0.279
C (-4.5210, -0.1961, 0.0647)  0.164
H (-4.1547, -2.2898, 0.1972)  0.259
H (-1.0903, 1.6613, 0.4406)  0.386
C (4.2835, 0.0782, 1.2014)  -0.414
H (4.6677, -1.0424, -1.6626)  0.204
N (-4.9452, 2.0049, -0.0806)  -0.289
C (-4.9180, -1.5392, 0.0726)  -0.200
C (-6.2439, -1.8345, -0.0780)  -0.195
H (0.7404, 0.0505, -1.4850)  0.201
C (4.3333, -1.5293, -0.7460)  -0.409
H (0.3551, -0.8798, 0.7694)  0.236
H (5.0341, 1.2315, -1.2412)  0.203
C (1.2190, 0.5462, -0.6344)  -0.201
H (2.2967, -1.7004, -1.4377)  0.204
H (4.5056, -2.6007, -0.8554)  0.211
H (-7.4466, 1.3470, -0.3605)  0.230
C (5.1051, -0.9811, 0.4623)  -0.407
C (-7.1878, -0.7978, -0.2379)  -0.262
H (-3.0130, 2.7009, 0.1280)  0.202
H (6.0526, -0.5538, 0.1323)  0.204

Atomic forces in eV per Å
0.1 0.0 0.0
0.0 -0.1 0.0
-0.1 0.1 0.0
-0.3 -0.4 0.0
0.0 0.1 -0.1
0.1 0.1 0.0
-0.1 0.0 0.1
0.2 0.2 0.0
0.3 0.3 0.0
-0.1 0.3 0.1
0.4 -0.1 -0.2
0.0 -0.3 0.0
-0.7 -0.2 -0.1
-0.1 -0.1 0.0
0.1 -0.1 -0.2
0.7 -0.9 0.1
-0.1 0.0 -0.1
0.0 -0.1 0.0
0.0 -0.1 0.0
0.0 -0.1 0.0
-0.2 0.0 0.3
0.0 0.0 0.1
-0.5 -0.2 -0.1
0.5 0.4 0.0
0.0 -0.1 0.0
-0.1 -0.1 0.0
-0.1 0.1 0.0
0.0 0.0 -0.1
-0.1 1.2 -0.1
-0.3 -0.4 0.0
0.4 0.0 0.0
-0.1 0.1 0.0
-0.1 -0.1 0.1
0.1 0.1 0.1
0.1 -0.1 -0.1
-0.2 -0.1 0.2
0.0 -0.1 0.1
0.0 0.0 -0.1
0.0 0.1 0.0
0.0 0.0 0.0
0.0 0.3 0.0
0.1 0.2 0.0
0.1 0.0 0.0



(2)
Here is C16H22N4O2S as an isolated structure from the OMol25 dataset. Energies are from ωB97M-V with the def2-TZVPD basis set.

Values from the calculation:
**HOMO-LUMO gap**: 10.1 eV
**Molecular weight**: 334.445 g mol⁻¹
**HOMO energy**: -9.4 eV
**Charge**: 0

Each line ends with the natural charge from an NBO analysis.
Geometry (Å):
C (-3.6299, -0.9175, 0.3017)  -0.192
C (-1.2648, 1.3995, -1.8650)  -0.190
H (3.1296, 0.9588, -2.0080)  0.230
C (-0.1103, 1.8993, -1.3301)  -0.341
C (-2.4823, -1.2167, 0.8978)  -0.181
H (4.1771, 0.9790, 1.1079)  0.213
H (-0.0637, 2.6154, -0.5216)  0.250
H (-2.8147, 1.4035, -0.4014)  0.250
O (-3.8119, 1.3696, -3.5043)  -0.574
H (-3.0856, -1.4174, -1.7267)  0.192
C (1.9590, -0.5293, 1.9876)  -0.262
C (-2.6736, 1.7026, -1.4392)  -0.555
N (-4.5572, 0.1210, -1.7547)  -0.638
C (2.4016, -0.7957, 3.4287)  -0.585
C (1.0346, 1.3545, -1.9809)  0.199
H (-1.2893, -1.7107, -0.8382)  0.209
H (-4.7060, -1.8707, -1.2464)  0.224
H (3.2498, -1.9536, 1.0668)  0.225
H (4.8522, -0.3349, 2.0763)  0.210
N (-0.0685, -0.9790, 0.6699)  -0.618
H (-5.2405, -0.1392, -2.4564)  0.391
H (-4.4476, -0.5320, 0.9029)  0.212
C (-1.2333, -1.7413, 0.2486)  -0.277
O (0.6052, -2.4946, 2.2104)  -0.620
H (-2.8390, 2.7804, -1.5012)  0.262
H (-1.0584, -2.7737, 0.5517)  0.247
C (-3.9542, -1.0857, -1.1531)  -0.271
C (1.6012, 0.8892, 1.8464)  0.322
H (1.5870, -0.5996, 4.1239)  0.228
C (2.4495, 1.7462, -1.6875)  -0.654
H (-2.4022, -1.0729, 1.9712)  0.213
H (2.6646, -0.7244, -0.0430)  0.218
H (2.7034, 2.6561, -2.2345)  0.234
H (3.2440, -0.1591, 3.6922)  0.217
S (-0.8437, 0.3155, -3.1142)  0.657
C (0.7446, -1.4243, 1.6515)  0.707
H (5.0496, -0.3382, 0.3287)  0.224
N (0.7793, 0.4813, -2.9291)  -0.618
H (2.5893, 1.9509, -0.6269)  0.229
H (0.0567, -0.0541, 0.2831)  0.419
C (3.0654, -0.8824, 0.9611)  -0.371
N (1.3145, 1.9959, 1.7321)  -0.352
C (-3.7237, 1.0672, -2.3354)  0.699
H (2.6853, -1.8415, 3.5222)  0.239
C (4.3571, -0.0975, 1.1352)  -0.618

Atomic forces in eV per Å
0.0 0.0 0.0
0.0 0.0 0.0
0.0 0.0 0.0
0.0 0.0 0.0
0.0 0.0 0.0
0.0 0.0 0.0
0.0 0.0 0.0
0.0 0.0 0.0
-0.3 0.3 0.1
0.0 0.0 0.0
0.0 0.0 0.0
0.0 0.0 0.0
-0.2 -0.1 -0.4
0.0 0.0 0.0
0.0 0.0 0.0
0.0 0.0 0.0
0.0 0.0 0.0
0.0 0.0 0.0
0.0 0.0 0.0
0.0 0.0 0.0
0.0 0.0 0.0
0.0 0.0 0.0
0.0 0.0 0.0
0.0 0.0 0.0
0.0 0.0 0.0
0.0 0.0 0.0
0.0 0.1 0.3
0.0 0.0 0.0
0.0 0.0 0.0
0.0 0.0 0.0
0.0 0.0 0.0
0.0 0.0 0.0
0.0 0.0 0.0
0.0 0.0 0.0
0.0 0.0 0.0
0.0 0.0 0.0
0.0 0.0 0.0
0.0 0.0 0.0
0.0 0.0 0.0
0.0 0.0 0.0
0.0 0.0 0.0
0.0 0.0 0.0
0.4 -0.3 0.0
0.0 0.0 0.0
0.0 0.0 0.0



(3)
Here is C16H22N5O5SW as an isolated structure from the OMol25 dataset. Energies are from ωB97M-V with the def2-TZVPD basis set.

Values from the calculation:
**HOMO-LUMO gap**: 7.5 eV
**Molecular weight**: 580.289 g mol⁻¹
**HOMO energy**: -11.3 eV
**Charge**: +1

Each line ends with the natural charge from an NBO analysis.
Geometry (Å):
O (-0.5974, -1.5122, -4.0003)  -0.520
H (-4.9669, -3.1268, 0.1749)  0.216
H (3.0219, 1.6072, 1.4197)  0.214
C (3.0426, -1.4928, -0.1170)  -0.087
C (-1.6507, -2.1558, 0.8193)  0.318
C (1.4827, -1.3306, -2.8335)  -0.352
C (-0.3320, 3.4034, 1.8622)  -0.230
C (2.0931, 2.1342, 1.5891)  0.104
S (-0.1453, -2.3370, -0.0545)  -0.160
N (-2.0325, -0.9648, 1.2363)  -0.396
C (-0.0055, -1.0728, -3.0636)  0.783
H (-1.2964, 3.8853, 1.9293)  0.245
C (2.1743, 0.9961, -2.7256)  -0.331
H (2.9754, 3.8795, 2.4429)  0.246
H (-5.6988, -2.6767, 1.7170)  0.227
C (0.8316, 4.0404, 2.2654)  -0.099
N (-2.3892, -3.2286, 1.0770)  -0.553
H (1.5821, -2.3076, -2.3580)  0.240
O (2.4627, 3.0314, -1.4593)  -0.551
O (-0.5563, -0.3265, -2.1010)  -0.711
H (-3.1247, 1.1304, -0.2326)  0.256
H (-3.2598, 1.8652, 1.3626)  0.256
C (3.3041, -0.6242, -1.3148)  -0.250
H (-3.8384, -4.2258, 2.1381)  0.214
H (-2.5417, 2.7885, 0.0258)  0.245
C (2.0571, 3.3964, 2.1443)  -0.238
H (3.9433, -1.6717, 0.4671)  0.227
O (2.1150, -0.7206, 0.6887)  -0.688
N (2.0139, -0.2728, -1.9476)  -0.447
C (-3.6227, -3.1937, 1.8664)  -0.218
C (-1.2894, 1.2624, 0.8373)  0.141
N (-1.0741, -0.0635, 0.9478)  -0.262
W (0.3270, 0.1076, -0.4068)  1.668
C (1.7542, 2.1208, -1.7918)  0.769
H (3.9736, -1.1050, -2.0313)  0.234
H (-4.6279, -1.5418, 0.8898)  0.221
H (-3.4253, -2.6421, 2.7864)  0.213
H (1.4830, 0.9802, -3.5670)  0.247
H (0.7868, 5.0429, 2.6692)  0.241
O (0.5187, 1.9063, -1.3599)  -0.742
H (2.0056, -1.3545, -3.7904)  0.242
H (3.7688, 0.3071, -0.9858)  0.233
H (1.7019, -1.3139, 1.3393)  0.540
C (-2.6310, 1.7990, 0.4705)  -0.668
H (2.5853, -2.4488, -0.3778)  0.207
H (3.1950, 1.1060, -3.0880)  0.231
H (-2.0573, -4.1119, 0.7294)  0.418
N (0.9728, 1.5107, 1.2214)  -0.490
C (-4.7973, -2.5937, 1.1104)  -0.620
C (-0.2119, 2.1151, 1.3793)  0.217

Atomic forces in eV per Å
0.0 0.0 0.0
0.0 0.0 0.0
0.0 0.0 0.0
0.0 0.0 0.0
0.0 0.1 0.0
0.0 0.0 0.0
0.0 0.0 0.1
0.0 -0.1 0.0
0.1 0.0 0.0
0.1 0.0 0.0
-0.2 0.1 0.0
0.0 0.0 0.0
0.0 0.0 0.1
0.0 0.0 0.0
0.0 0.0 0.0
0.0 0.0 0.0
0.0 0.0 0.1
0.0 0.0 0.0
0.0 0.0 -0.1
-0.2 0.1 -0.1
0.0 0.0 0.0
0.0 0.0 0.0
0.0 0.0 0.0
0.0 0.0 0.0
0.0 0.0 0.0
0.0 0.0 0.0
0.0 0.0 0.0
0.0 0.0 0.0
-0.1 0.0 -0.2
0.0 0.0 0.0
0.0 0.1 -0.2
-0.2 0.0 -0.3
0.4 -0.4 0.8
0.0 0.0 0.0
0.0 0.0 0.0
0.0 0.0 0.0
0.0 0.0 0.0
0.0 0.0 0.0
0.0 0.0 0.0
0.1 0.0 0.2
0.0 0.0 0.0
0.0 0.0 0.0
0.1 0.0 0.0
0.0 0.0 0.0
0.0 0.0 0.0
0.0 0.0 0.0
0.0 0.0 -0.1
0.0 0.2 -0.2
0.0 0.0 0.0
-0.1 0.1 -0.1



(4)
Here is C16H22N6O2SSn as an isolated structure in a non-equilibrium geometry from the OMol25 dataset. Energies are from ωB97M-V with the def2-TZVPD basis set.

Values from the calculation:
**HOMO-LUMO gap**: 6.4 eV
**Molecular weight**: 481.170 g mol⁻¹
**HOMO energy**: -12.6 eV
**Charge**: +2

Each line ends with the natural charge from an NBO analysis.
Geometry (Å):
C (-0.6747, -6.6881, 14.0145)  -0.316
C (5.9744, -6.6872, 11.1965)  -0.303
C (2.7465, -11.3845, 14.1292)  -0.124
N (3.7437, -6.3516, 12.1427)  -0.648
H (6.2125, -13.8897, 12.6877)  0.411
H (-1.8951, -4.3714, 16.1981)  0.461
H (1.9461, -4.5777, 14.6175)  0.244
S (1.9114, -9.1608, 13.0473)  2.298
C (-1.3520, -3.8895, 14.1809)  -0.242
N (5.1640, -8.1005, 12.9610)  -0.449
O (0.8449, -9.2979, 14.0451)  -0.949
O (1.3782, -8.9214, 11.6492)  -1.007
C (-1.5727, -6.1779, 15.1511)  -0.235
Sn (1.3624, -6.5849, 11.6145)  1.467
H (0.4482, -3.5716, 16.1447)  0.246
C (-0.3296, -4.4473, 13.1476)  -0.274
H (-2.6295, -6.2071, 14.8780)  0.248
H (7.0831, -8.2264, 12.3373)  0.229
N (0.3782, -5.6945, 13.6532)  -0.507
H (-1.3731, -6.7502, 16.0645)  0.245
H (0.4074, -3.6844, 12.8597)  0.243
H (4.9330, -12.4112, 11.0838)  0.230
C (0.2082, -4.6677, 15.9809)  -0.253
H (4.5354, -5.1371, 10.6625)  0.225
C (3.5977, -10.9670, 11.8422)  -0.138
H (5.4718, -14.3003, 14.2409)  0.410
H (3.4991, -13.2126, 14.9900)  0.226
H (-0.2441, -7.6541, 14.3282)  0.311
H (0.2860, -5.1715, 16.9474)  0.260
C (3.5612, -12.5131, 14.1771)  -0.264
H (3.5927, -10.3319, 10.9371)  0.232
C (3.9524, -7.4887, 12.9114)  0.586
C (4.4173, -12.0639, 11.9662)  -0.269
H (2.1309, -11.0687, 14.9765)  0.253
C (4.4757, -12.8313, 13.1578)  0.237
H (1.6284, -6.2405, 15.2330)  0.270
C (2.8020, -10.6251, 12.9595)  -0.459
N (2.8376, -7.9764, 13.5226)  -0.993
H (-0.8171, -4.7026, 12.2162)  0.235
N (5.3832, -13.8514, 13.3299)  -0.776
H (-2.3749, -3.9391, 13.8084)  0.251
C (4.7652, -6.0354, 11.2564)  0.076
N (-1.2467, -4.7013, 15.4830)  -0.340
C (6.1562, -7.6948, 12.1946)  0.163
H (-1.1608, -2.8532, 14.4700)  0.249
H (-1.2789, -6.8988, 13.1356)  0.229
C (1.1668, -5.2839, 14.9173)  -0.258
H (6.7498, -6.4457, 10.4655)  0.267

Atomic forces in eV per Å
0.1 -0.1 0.4
-0.1 -0.5 0.8
0.9 -0.7 -0.4
0.8 -1.6 -0.4
-1.4 -0.1 1.2
0.1 0.1 -0.1
-0.2 -0.2 0.1
-0.6 -1.5 1.3
0.2 0.0 0.7
-1.2 0.3 0.8
1.1 0.5 -1.2
0.4 1.8 0.4
-0.1 0.7 0.5
1.4 -0.9 0.2
-0.3 -1.3 -0.1
0.5 -0.3 0.4
0.1 -0.1 0.2
0.3 0.0 -0.1
-0.4 1.5 1.1
-0.3 0.2 -0.1
0.0 -0.2 0.4
0.4 0.0 0.0
0.1 1.7 -0.1
0.3 -0.6 0.0
-0.3 0.5 0.7
0.0 0.3 -0.6
0.0 0.1 0.5
0.2 0.5 -0.3
-0.3 0.0 -0.2
-0.2 0.1 0.1
-0.1 -0.7 0.6
1.0 0.3 -2.0
0.0 -0.4 -0.3
0.2 -0.4 -0.5
0.1 0.2 0.1
-0.1 0.7 0.2
0.0 0.2 -0.1
-0.9 1.1 -0.3
-0.4 -0.1 -0.1
0.7 0.3 -1.0
0.0 -0.2 0.2
-0.8 0.9 0.5
1.2 -1.5 -1.5
-1.0 0.6 -0.9
0.1 -0.1 -0.2
0.0 0.1 -0.2
-0.7 -1.4 -1.1
-0.4 0.1 0.4



Which of these has the lowest HOMO-LUMO gap?
C16H22N6O2SSn



HOMO-LUMO gap of number 3 (C16H22N5O5SW)?
7.5 eV